21
Properties=species:S:1:pos:R:3:forces:R:3:lowdin_charge:R:1 method="wB97M-V/def2-TZVPD" spin_multiplicity=1 e_lumo_ev=0.8 homo_lumo_gap_ev=8.77 total_energy_ha=-743.36596 homo_energy_ev=-8.00
S -2.565 0.267 0.068 -0.37 0.08 -0.37 0.795
H -0.334 -2.267 0.654 0.69 0.20 -1.32 0.102
C 0.264 -1.553 0.014 -3.15 0.43 -1.22 0.038
H -1.273 2.725 -0.226 0.07 -0.12 -0.19 0.063
H -2.179 0.023 -2.469 0.56 -0.59 -0.10 0.058
H 2.926 -0.490 1.853 -0.56 0.01 0.18 0.085
H -0.170 2.609 1.072 0.12 0.34 3.46 0.034
C -0.268 2.450 0.081 -0.49 -1.79 -2.83 -0.030
C -1.152 -0.258 -2.159 1.13 0.59 -2.04 -0.152
H -0.469 0.408 -2.732 -0.37 -0.38 0.02 0.086
H 0.464 3.079 -0.382 0.40 0.20 -0.70 0.073
C 1.084 -0.695 0.792 -0.07 0.30 -0.88 -0.479
H -0.843 -1.309 -2.485 -0.86 1.28 0.72 0.090
C -0.964 0.112 -0.734 1.24 -3.15 2.24 -0.675
H -2.079 -0.312 1.134 -0.04 -0.16 1.08 -0.153
C 2.018 -1.111 1.828 1.82 -2.45 0.32 -0.060
N 0.009 0.993 -0.210 -0.79 1.78 -1.34 -0.222
N 0.986 0.539 0.548 1.31 2.09 1.15 0.083
H 0.594 -1.824 -1.030 -0.41 -0.04 1.41 0.093
H 1.576 -1.229 2.820 -0.04 0.34 0.01 0.076
H 2.374 -2.156 1.563 -0.19 1.05 0.40 0.092

---

21
Properties=species:S:1:pos:R:3:forces:R:3:lowdin_charge:R:1 method="wB97M-V/def2-TZVPD" spin_multiplicity=1 e_lumo_ev="-3.7 / -3.7" charge=+1 homo_lumo_gap_ev="7.04 / 7.04" total_energy_ha=-399.68989 homo_energy_ev="-10.78 / -10.78"
N 0.415 0.935 -1.040 -0.19 1.55 -0.92 0.004
H -1.862 -0.532 1.766 1.05 -0.86 -0.65 0.165
H 0.377 1.985 0.828 0.09 -0.63 -0.31 0.143
H 0.333 -0.050 2.834 -0.18 -0.52 -0.78 0.130
C -0.896 -0.889 1.286 -0.26 -0.49 -3.20 -0.025
H 2.321 0.254 1.746 -1.32 -0.88 -2.27 0.164
N -1.472 -0.333 -1.818 -1.80 -1.35 -1.85 0.006
N -0.782 -1.303 0.047 0.48 0.16 4.64 0.075
C -1.029 0.869 -1.300 -1.39 1.76 1.12 -0.204
C 1.464 -0.030 0.967 0.22 0.79 3.02 -0.159
C 0.428 -0.702 1.923 0.29 1.47 2.02 -0.185
H -1.250 1.656 -1.961 -0.51 0.80 -0.64 0.074
H 2.010 1.837 0.081 -1.37 -0.48 -0.27 0.145
H 1.674 -0.837 0.267 0.93 0.45 -0.27 0.103
H 0.762 1.642 -1.702 0.29 -0.88 -0.16 0.181
C 1.024 1.298 0.252 1.64 -0.65 1.59 -0.120
H -2.147 -0.269 -2.672 1.94 -0.60 1.89 0.215
C -1.383 -1.454 -1.095 -0.68 1.27 -1.50 -0.123
H 0.832 -1.641 2.346 -0.20 0.24 -0.49 0.136
H 0.679 0.007 -1.247 1.56 -1.11 -0.82 0.124
H -1.498 -2.441 -1.510 -0.58 -0.07 -0.16 0.149

---

22
Properties=species:S:1:pos:R:3:forces:R:3:lowdin_charge:R:1 method="wB97M-V/def2-TZVPD" spin_multiplicity=1 e_lumo_ev=-4.6 charge=+1 homo_lumo_gap_ev=6.95 total_energy_ha=-475.00989 homo_energy_ev=-11.59
H 0.101 -1.262 -1.820 -0.07 0.17 -0.17 0.105
H 2.321 -2.095 2.692 0.43 0.16 -0.26 0.105
N 1.426 -0.475 1.783 -1.62 -2.14 1.03 0.044
H -1.773 -0.567 1.883 -0.58 0.30 0.00 0.087
H -2.589 0.524 -4.276 1.04 0.11 2.03 0.193
H -1.789 2.605 -2.654 -0.10 -2.12 -0.09 0.153
H -1.013 0.645 2.950 0.60 -0.78 -1.74 0.152
C 2.629 -1.226 2.104 2.00 0.93 -0.63 0.000
H -0.914 0.683 1.076 0.18 1.25 -0.94 0.049
H 3.438 -0.592 2.611 -1.75 -0.68 -0.12 0.136
H 1.333 0.449 1.495 1.31 2.51 -0.44 0.133
H 3.160 -1.441 1.164 -0.45 -0.60 0.23 0.107
O 0.153 1.450 -0.819 1.32 1.84 1.53 -0.007
C -0.514 -0.465 -2.225 0.32 1.39 1.96 -0.115
H -0.018 -2.023 1.984 0.73 1.65 0.38 0.186
C 0.219 -0.905 1.912 -0.33 -0.85 0.32 -0.035
N -2.008 0.478 -3.388 -1.00 -0.14 -1.67 -0.041
C -1.567 1.484 -2.578 0.33 1.72 -0.02 -0.051
C -0.612 0.914 -1.776 -0.48 -1.57 -1.84 -0.366
N -1.395 -0.692 -3.141 -0.79 0.05 -1.38 0.023
C -0.910 0.085 1.940 -0.61 -1.74 2.03 -0.008
H 0.325 2.424 -0.917 -0.46 -1.45 -0.20 0.149

---

22
Properties=species:S:1:pos:R:3:forces:R:3:lowdin_charge:R:1 method="wB97M-V/def2-TZVPD" spin_multiplicity=1 e_lumo_ev=-2.9 charge=+1 homo_lumo_gap_ev=10.80 total_energy_ha=-474.94727 smiles=C[N+](C)(C)Cc1nnco1 homo_energy_ev=-13.72
H -0.846 -2.181 -1.807 0.98 0.70 -1.93 0.145
H 0.177 -1.341 1.302 -0.06 1.46 1.38 0.054
H 0.442 -2.569 0.268 -0.75 1.69 -1.01 0.149
H -2.340 -0.543 -0.825 0.24 0.23 -0.06 0.127
C 0.777 0.352 -0.519 2.12 3.63 3.82 0.000
O 1.171 2.326 1.236 1.45 1.22 -1.26 0.110
C -1.443 0.067 -0.968 -2.01 2.97 0.72 -0.028
C -0.258 -1.650 0.407 0.63 -4.63 0.64 -0.021
C -0.031 -1.420 -2.012 0.46 0.29 1.50 0.053
H -0.043 -0.555 -2.715 -0.60 -1.61 -0.28 0.116
C 0.665 1.126 1.029 -0.79 -1.56 -2.14 -0.264
N -0.241 -0.674 -0.680 1.55 -0.61 -1.58 -0.415
H -1.406 0.519 -2.021 -0.13 -0.82 1.69 0.139
H -1.379 0.934 -0.234 -1.09 -1.07 -0.87 0.129
N 0.262 1.591 3.046 0.71 3.26 2.50 0.068
H 0.620 1.239 -1.185 0.12 -1.22 0.13 0.151
H 1.853 0.048 -0.523 -1.13 -0.39 -0.41 0.157
C 0.935 2.588 2.535 -1.64 -3.33 -0.95 -0.082
H -1.181 -2.245 0.644 0.15 1.53 -0.68 0.142
H 1.199 3.485 2.932 0.84 2.23 1.04 0.116
H 0.989 -1.823 -2.016 -0.46 -0.38 0.08 0.114
N 0.078 0.727 2.106 -0.61 -3.61 -2.33 0.038

---

25
Properties=species:S:1:pos:R:3:forces:R:3:lowdin_charge:R:1 method="wB97M-V/def2-TZVPD" spin_multiplicity=1 e_lumo_ev=-4.1 charge=+1 homo_lumo_gap_ev=9.66 total_energy_ha=-700.79201 homo_energy_ev=-13.72
O 0.608 -2.029 0.853 -1.75 -0.47 -0.58 0.064
H 0.191 0.611 -3.270 -0.03 0.32 0.91 0.091
H 0.170 -0.224 3.493 -0.90 -0.86 1.48 0.115
H 0.187 -2.795 0.364 0.56 1.10 0.40 0.151
C 0.881 0.851 -0.703 0.63 1.43 -1.07 -0.248
H -1.035 -2.298 2.536 -0.02 -2.69 0.31 0.111
O -2.562 -0.221 0.329 3.83 -0.11 1.30 0.147
H -3.301 -0.343 -0.209 -2.04 -0.62 -1.61 0.097
O -1.777 -2.135 -0.593 0.42 -0.94 -0.64 0.172
C -0.297 -0.026 -2.502 0.55 -1.04 -3.57 -0.097
H -0.163 -1.025 -3.051 -0.66 0.89 1.55 0.136
C 1.565 2.027 -1.488 -0.41 -2.10 2.18 0.052
N 1.129 0.819 0.702 -2.41 -1.64 -1.04 0.204
N 0.084 0.008 -1.174 1.81 0.09 1.73 0.033
C 0.418 0.103 1.563 0.00 1.31 -0.26 -0.144
H 2.485 2.379 -1.051 0.80 -0.60 -0.22 0.085
C -1.599 -1.183 0.077 -1.03 2.12 1.76 -0.445
H 0.883 1.364 3.066 -0.32 -1.54 0.24 0.182
H 1.554 1.697 -2.484 0.82 -0.01 -1.27 0.051
H -1.305 0.276 -2.426 -1.59 -0.04 -0.87 0.085
O -1.044 -1.397 2.350 -0.85 1.91 0.61 0.081
H 1.863 1.334 1.045 1.90 1.61 0.85 0.135
C -0.437 -1.098 1.149 1.17 -1.62 0.01 -0.401
N 0.511 0.415 2.844 1.16 2.15 -2.26 0.270
H 0.989 2.892 -1.421 -1.64 1.36 0.07 0.073

---

22
Properties=species:S:1:pos:R:3:forces:R:3:lowdin_charge:R:1 method="wB97M-V/def2-TZVPD" spin_multiplicity=1 e_lumo_ev=0.9 homo_lumo_gap_ev=9.79 total_energy_ha=-454.74664 smiles="Cc1nc[nH]n1.C=NCC" homo_energy_ev=-8.93
N 0.604 -0.489 -0.216 3.51 -1.35 -1.82 0.102
N -1.673 -0.330 0.429 -3.98 0.58 -2.02 -0.074
C 1.658 -1.315 -2.081 -2.28 0.78 1.88 -0.192
C 1.873 -0.839 -0.028 0.99 -0.68 -0.30 -0.397
H -2.050 2.855 0.458 0.71 0.51 -0.39 0.063
H -1.065 1.839 -0.695 0.12 0.88 0.02 0.055
H -0.639 0.721 1.688 2.94 -0.54 2.26 0.029
H -3.518 0.295 -0.601 0.49 0.38 0.32 0.070
H -0.213 2.610 0.691 0.23 0.75 -0.04 0.054
C -1.459 0.923 1.148 -1.52 0.86 -1.68 -0.291
H -2.682 -1.310 -1.044 -0.44 0.58 0.84 0.064
H 3.615 -0.276 1.262 -2.27 -1.22 -0.10 0.107
H 1.639 -1.563 -3.095 0.56 -0.53 -1.33 0.101
H 2.847 -1.928 1.606 -0.48 1.34 -0.51 0.084
N 0.488 -0.874 -1.536 -0.93 0.94 -0.12 0.008
H -2.265 1.115 1.821 -0.77 0.02 0.52 0.095
C 2.580 -0.866 1.289 1.21 1.16 1.77 -0.066
H -0.392 -0.676 -1.995 0.26 -0.09 0.02 0.125
N 2.562 -1.359 -1.163 -0.12 0.66 1.65 0.107
H 1.933 -0.381 2.123 1.07 -0.89 -1.46 0.087
C -1.150 2.248 0.322 -1.54 -2.89 0.06 -0.061
C -2.694 -0.399 -0.385 2.26 -1.23 0.42 -0.071

---

22
Properties=species:S:1:pos:R:3:forces:R:3:lowdin_charge:R:1 method="wB97M-V/def2-TZVPD" spin_multiplicity=1 e_lumo_ev="1.1 / 0.2" homo_lumo_gap_ev="8.24 / 6.82" total_energy_ha=-454.63802 homo_energy_ev="-7.16 / -6.62"
C -2.872 0.458 0.442 -0.10 1.76 2.37 -0.214
C -1.717 -1.345 -0.360 -0.28 1.72 0.23 -0.204
H 1.382 -2.102 -0.404 -0.14 -1.13 -0.39 0.100
H 1.437 0.805 2.031 0.04 0.06 -1.30 0.125
N 0.704 -0.783 0.878 0.30 -0.08 -0.05 -0.011
H -1.753 1.695 -0.763 0.01 2.37 -2.22 0.078
N 1.657 -1.299 0.091 0.58 -1.62 0.02 -0.107
H -2.969 -1.693 1.365 -0.28 1.19 -1.10 0.115
N -1.652 0.869 -0.303 -1.42 -4.43 1.35 -0.044
N -1.217 -0.273 -1.006 0.48 1.81 0.01 0.029
H 2.579 1.746 -0.120 -0.46 -0.77 -0.12 0.107
H -1.114 -2.215 -0.522 -0.60 -0.76 0.06 0.088
C -2.711 -0.987 0.526 0.77 -2.91 0.63 -0.097
H 3.109 -0.587 -1.334 0.59 -0.83 -1.88 0.074
H 1.349 0.908 -1.137 0.22 -0.02 0.62 0.101
H 3.681 -0.541 0.468 -1.94 0.01 -2.18 0.155
H -3.801 0.845 -0.025 0.34 -0.33 -0.11 0.113
C 1.017 0.627 0.984 1.01 -0.85 1.14 -0.250
C 1.952 0.818 -0.207 1.47 2.36 -0.49 -0.199
C 2.777 -0.502 -0.360 -0.80 2.40 5.27 -0.159
H -2.915 0.883 1.524 0.28 -0.38 -1.64 0.136
H 0.079 1.156 0.948 -0.08 0.41 -0.21 0.064

---

23
Properties=species:S:1:pos:R:3:forces:R:3:lowdin_charge:R:1 method="wB97M-V/def2-TZVPD" spin_multiplicity=1 e_lumo_ev="-8.8 / -8.8" charge=+2 homo_lumo_gap_ev="8.12 / 8.13" total_energy_ha=-529.32270 homo_energy_ev="-16.92 / -16.92"
C -2.022 -0.482 1.650 2.56 0.04 -1.44 0.152
H 3.322 1.126 0.897 0.02 0.47 -0.16 0.147
H 2.062 -2.669 -0.681 0.51 -0.70 -0.36 0.130
H 3.851 -1.221 0.200 -0.56 0.75 -0.18 0.159
H -3.117 -0.195 1.553 1.60 -0.54 0.09 0.077
H -2.248 1.567 0.153 0.54 -0.23 -0.55 0.147
C 1.261 0.949 0.083 -1.35 0.98 -0.96 -0.130
N 0.832 2.216 0.163 1.64 1.04 1.33 0.226
C 2.874 -0.737 -0.008 1.80 -1.73 0.57 0.019
N -1.789 -0.768 -1.386 -0.89 -3.85 1.27 0.237
H -2.176 -0.242 -2.118 0.36 1.54 -2.25 0.134
N 0.322 -0.018 -0.442 2.57 2.26 0.69 -0.001
N 0.651 -1.253 -0.725 2.60 -2.13 0.16 0.099
H -2.792 -1.132 -1.063 2.87 0.43 0.29 0.237
H -1.330 0.092 2.326 -1.21 0.02 -0.76 0.054
H -0.077 2.508 -0.113 -0.78 -0.34 -0.41 0.095
C 1.913 -1.631 -0.531 -2.77 1.47 -0.20 -0.007
O -1.590 1.361 -0.545 0.03 0.75 -0.03 0.034
H -1.194 -1.639 -1.715 -1.27 2.06 0.69 0.216
H -1.646 -1.539 1.761 -1.23 0.91 -0.45 0.057
C -1.061 0.120 -0.387 -5.08 -0.62 3.58 -0.352
H 1.341 3.056 0.578 -0.14 -2.15 -0.68 0.200
C 2.612 0.531 0.352 -1.80 -0.46 -0.23 0.071

---

25
Properties=species:S:1:pos:R:3:forces:R:3:lowdin_charge:R:1 method="wB97M-V/def2-TZVPD" spin_multiplicity=1 e_lumo_ev=0.3 homo_lumo_gap_ev=8.40 total_energy_ha=-1003.41388 smiles="N/C=C/C1=NCCO1.CN=S(=N)=O" homo_energy_ev=-8.06
N -2.124 -0.117 1.177 -0.86 1.01 -1.44 -0.260
H 3.486 1.721 -1.216 -0.12 0.00 0.08 0.116
H -0.579 0.894 2.184 0.06 -0.15 0.19 0.070
N -1.737 -2.338 -1.258 -0.08 -0.09 -0.01 0.096
C -0.034 -0.674 -1.174 -0.47 0.16 -0.44 -0.086
H -1.621 -0.151 3.181 0.06 -0.04 -0.09 0.079
H 3.986 -0.157 0.183 -0.03 0.11 0.08 0.106
O -1.435 2.243 0.296 -0.13 -0.54 -0.05 -0.316
H -0.530 -0.072 -1.924 -0.08 -0.04 -0.13 0.107
H 3.068 0.599 1.498 0.10 0.05 -0.07 0.104
H -3.267 1.582 -1.551 0.16 0.37 -0.06 0.023
H -0.049 -2.448 -0.050 -0.03 -0.04 0.16 0.128
H -2.218 -3.040 -0.724 -0.01 0.04 -0.02 0.098
C 2.699 1.515 -0.484 0.53 0.11 0.38 -0.142
C -0.581 -1.836 -0.765 0.38 0.20 -0.30 -0.200
H 2.474 2.431 0.071 0.03 -0.09 -0.09 0.117
S -2.180 1.012 0.169 -0.53 -0.50 0.35 0.722
H -2.324 -1.705 -1.779 -0.08 -0.05 0.10 0.086
N -3.177 0.779 -0.949 0.40 -0.49 0.61 -0.190
C -1.132 -0.050 2.208 0.77 0.23 0.62 -0.181
H -0.421 -0.871 2.077 -0.04 0.08 0.05 0.071
N 1.952 -0.615 0.223 -0.51 -0.43 -0.04 0.091
C 1.184 -0.122 -0.664 0.71 0.03 0.55 -0.424
O 1.527 1.102 -1.172 -0.51 -0.22 -0.35 -0.027
C 3.033 0.317 0.442 0.28 0.29 -0.07 -0.185

---

24
Properties=species:S:1:pos:R:3:forces:R:3:lowdin_charge:R:1 method="wB97M-V/def2-TZVPD" spin_multiplicity=1 e_lumo_ev=-3.9 charge=+1 homo_lumo_gap_ev=10.18 total_energy_ha=-584.52481 homo_energy_ev=-14.08
H 1.431 -1.195 0.447 0.27 -0.23 0.94 0.139
H -2.594 -3.077 -0.401 -0.77 0.97 -1.31 0.153
C 0.713 1.275 1.578 -1.33 1.54 0.70 -0.197
H 1.054 -0.294 3.013 -0.40 -0.29 -0.63 0.125
H -0.629 3.071 1.080 0.42 -2.30 0.24 0.181
N -2.836 -2.589 -1.311 -1.77 -2.08 -1.52 0.171
N -3.401 0.858 -0.487 1.69 -0.77 -1.09 0.053
H -3.824 -2.878 -1.694 2.00 0.80 1.55 0.187
H -2.683 -1.455 -1.359 -0.50 -0.72 0.74 0.072
N -2.525 -0.074 -0.837 -2.73 0.49 0.06 -0.030
H 0.220 -2.225 1.446 0.96 1.28 -0.57 0.159
H -2.238 -3.038 -2.019 0.19 0.35 0.34 0.118
O -0.384 -1.750 -1.149 -0.34 -0.58 -0.33 0.146
C 0.341 -0.063 2.196 1.87 -2.76 -1.66 -0.130
C -0.601 1.928 1.387 -2.76 3.87 1.76 -0.187
H 1.278 1.960 2.247 0.06 -0.82 -0.57 0.141
C -1.596 1.237 0.568 0.14 0.07 -0.36 -0.284
N -2.808 1.736 0.333 0.68 -1.59 -0.28 0.111
C -0.436 -1.115 -0.159 0.13 2.96 0.66 -0.335
C 0.488 -1.192 1.012 -1.03 -0.66 1.80 -0.054
H -0.672 -0.221 2.613 0.45 0.77 -0.26 0.124
H -1.169 1.993 2.371 0.84 0.08 -0.74 0.151
N -1.426 0.068 -0.129 0.60 0.54 0.54 0.063
H 1.051 1.336 0.551 1.34 -0.91 0.01 0.125

---

24
Properties=species:S:1:pos:R:3:forces:R:3:lowdin_charge:R:1 method="wB97M-V/def2-TZVPD" spin_multiplicity=1 e_lumo_ev="-6.7 / -5.7" charge=+1 homo_lumo_gap_ev="5.23 / 7.83" total_energy_ha=-907.34410 homo_energy_ev="-11.94 / -13.52"
C -1.698 -1.676 -0.016 0.13 3.78 -1.51 -0.029
H -1.881 -2.716 -0.031 -0.46 -1.07 0.45 0.104
C 1.149 2.304 1.799 -1.45 0.45 -1.39 -0.625
N 0.328 1.019 0.168 -1.17 -0.24 -2.09 -0.012
H -0.193 2.777 -1.867 -1.57 -0.86 1.63 0.159
H -1.893 -1.226 -1.022 0.34 -0.87 0.29 0.121
N 2.741 2.368 3.797 -1.29 0.35 -2.28 0.217
N -0.984 2.435 -1.220 -0.03 2.34 -3.52 0.037
H 1.146 -1.407 -2.400 -0.46 -0.03 0.46 0.087
H -1.832 3.064 -1.338 1.52 -1.40 0.40 0.145
H 1.463 -3.037 -1.963 -0.56 -0.22 -0.03 0.088
C 2.082 2.422 2.827 1.79 -0.33 3.12 -0.210
H -1.708 1.620 0.607 2.56 1.07 -1.55 0.182
S -0.065 3.441 1.387 0.54 -0.99 -0.22 1.001
H 1.716 -1.469 -0.067 1.00 0.53 1.29 0.099
H -2.269 -0.953 0.564 -0.87 -1.12 0.63 0.096
N 1.169 1.161 1.055 1.70 -0.23 1.80 0.010
H -0.206 -1.180 1.349 -0.22 0.40 -0.18 0.152
H 0.674 -3.034 0.085 0.75 1.09 0.69 0.161
N -0.359 -1.309 0.349 1.44 -0.53 0.86 -0.013
C -0.682 2.008 0.006 -2.77 -0.34 4.00 -0.571
C 0.793 -1.945 -0.214 -1.58 -2.67 -3.42 -0.188
C 0.740 -2.235 -1.792 2.65 1.77 1.55 -0.038
H -0.231 -2.432 -2.065 -2.02 -0.91 -0.97 0.026

---

27
Properties=species:S:1:pos:R:3:forces:R:3:lowdin_charge:R:1 method="wB97M-V/def2-TZVPD" spin_multiplicity=1 e_lumo_ev=-0.2 homo_lumo_gap_ev=9.47 total_energy_ha=-789.61559 homo_energy_ev=-9.64
H -2.425 -1.195 0.190 -0.43 -1.32 0.60 0.110
H -0.935 -3.023 2.361 -2.33 4.12 -0.34 0.181
N 2.480 0.627 0.737 5.15 0.86 -1.35 0.074
H -2.433 -0.327 -2.817 3.25 3.41 -2.42 0.199
H 0.227 1.466 -3.142 0.17 -1.47 -1.77 0.152
C 1.258 0.386 0.180 0.51 -0.71 0.99 -0.332
O -1.069 -0.621 2.948 -0.54 -3.28 -2.03 -0.199
O 2.208 0.937 3.011 -2.60 -5.36 1.41 -0.122
H -3.096 2.438 -2.614 4.29 -0.45 -4.26 0.180
N -0.097 0.440 -3.115 -0.83 5.19 0.97 -0.030
H -3.073 -1.961 2.280 4.94 0.44 0.33 0.201
N -1.014 -0.119 -1.164 0.12 -1.22 3.41 0.135
H 3.324 0.933 -0.007 -3.78 -1.16 2.21 0.216
C 3.163 0.454 2.133 -2.25 -3.28 -0.85 -0.283
H 3.507 -0.688 2.423 -1.34 2.25 -1.19 0.155
N 0.179 -0.138 0.888 5.23 1.42 0.03 0.150
C -0.737 -0.563 0.108 -2.57 -1.03 -1.04 -0.416
H 4.131 0.894 2.194 0.25 1.46 -0.50 0.090
C 0.053 0.408 -1.705 -1.70 -3.06 -0.16 -0.464
O -2.222 2.425 -3.519 -2.17 -3.70 4.08 -0.360
N -1.558 -1.568 0.600 -0.66 1.72 1.15 0.032
H -0.222 -0.381 2.364 -2.01 -0.35 0.73 0.020
H -1.280 -0.019 -4.962 -1.38 2.48 3.97 0.197
C -1.617 -1.800 2.173 -1.05 -0.71 -0.58 -0.187
H 1.532 -0.107 3.112 2.75 5.27 0.00 0.252
N 1.221 0.529 -1.133 1.06 1.38 -0.78 0.168
C -1.507 0.573 -3.526 -2.06 -2.90 -2.62 -0.119

---

Respective F_max values: 0.0789 0.0908 0.0559 0.1104 0.0788 0.0876 0.1136 0.1215 0.0380 0.0986 0.0949 0.1191 hartree/bohr.